Entry 1:
{
  "formula": "C4H7NO",
  "method": "ωB97M-V with the def2-TZVPD basis set",
  "symbols": ["N", "C", "O", "C", "C", "C", "H", "H", "H", "H", "H", "H", "H"],
  "positions_angstrom": [[-1.383, 0.273, 2.318], [-0.517, 0.648, 1.486], [-0.557, 0.162, 0.219], [0.473, 0.484, -0.643], [1.722, 0.071, -0.470], [-1.314, -1.147, -1.998], [-1.243, 0.757, 3.202], [0.299, 1.366, 1.638], [0.127, 1.055, -1.500], [2.482, 0.333, -1.199], [2.013, -0.539, 0.380], [-1.680, -1.724, -1.122], [-0.422, -1.739, -2.310]],
  "total_energy_ev": -7792.893,
  "homo_lumo_gap_ev": [8.8, 8.8],
  "e_lumo_ev": [-0.7, -0.7],
  "largest_force_ha_per_bohr": 0.010,
  "total_charge": 0,
  "relative_energy_kcal_mol": 155.69
}

---

Entry 2:
{
  "formula": "C4H7NO",
  "method": "ωB97M-V with the def2-TZVPD basis set",
  "symbols": ["C", "O", "C", "C", "N", "C", "H", "H", "H", "H", "H", "H", "H"],
  "positions_angstrom": [[-1.042, -0.598, 0.153], [-0.051, -1.245, -0.627], [0.998, -0.987, 0.278], [0.593, 1.092, 0.259], [0.147, 1.268, -1.087], [-0.813, 0.897, -0.025], [-0.412, -0.701, 1.149], [-2.055, -0.957, -0.096], [1.007, -1.898, 0.942], [1.970, -0.857, -0.138], [1.061, 1.971, 0.730], [0.308, 0.400, -1.605], [-1.640, 1.563, 0.205]],
  "total_energy_ev": -7793.403,
  "homo_lumo_gap_ev": 10.1,
  "e_lumo_ev": 0.9,
  "largest_force_ha_per_bohr": 0.070,
  "total_charge": 0,
  "relative_energy_kcal_mol": 143.93
}

---

Entry 3:
{
  "formula": "C4H7NO",
  "method": "ωB97M-V with the def2-TZVPD basis set",
  "symbols": ["C", "C", "O", "C", "N", "C", "H", "H", "H", "H", "H", "H", "H"],
  "positions_angstrom": [[0.543, -0.728, 0.577], [-0.844, -0.900, -0.163], [-1.714, 0.205, 0.061], [-1.033, 1.349, -0.256], [0.213, 1.501, -0.402], [1.164, 0.423, -0.138], [0.352, -0.542, 1.652], [1.182, -1.640, 0.564], [-0.733, -0.984, -1.258], [-0.967, -1.755, 0.455], [-1.704, 2.198, -0.402], [2.008, 0.836, 0.409], [1.532, 0.037, -1.097]],
  "total_energy_ev": -7797.637,
  "homo_lumo_gap_ev": 10.6,
  "e_lumo_ev": 1.0,
  "largest_force_ha_per_bohr": 0.057,
  "total_charge": 0,
  "relative_energy_kcal_mol": 46.30
}

---

Entry 4:
{
  "formula": "C4H7NO",
  "method": "ωB97M-V with the def2-TZVPD basis set",
  "symbols": ["C", "C", "C", "N", "C", "O", "H", "H", "H", "H", "H", "H", "H"],
  "positions_angstrom": [[1.430, 0.599, 0.210], [0.329, -0.089, -0.580], [-0.448, -1.163, 0.194], [-1.628, -0.460, 0.715], [-1.687, 0.608, 0.034], [-0.711, 0.884, -0.861], [1.856, 1.434, -0.356], [1.032, 0.992, 1.151], [2.233, -0.108, 0.442], [0.707, -0.467, -1.532], [-0.796, -1.956, -0.481], [0.156, -1.630, 0.977], [-2.473, 1.357, 0.086]],
  "total_energy_ev": -7798.669,
  "homo_lumo_gap_ev": 10.6,
  "e_lumo_ev": 1.0,
  "largest_force_ha_per_bohr": 0.009,
  "total_charge": 0,
  "relative_energy_kcal_mol": 22.50
}

---

Entry 5:
{
  "formula": "C4H7NO",
  "method": "ωB97M-V with the def2-TZVPD basis set",
  "symbols": ["O", "C", "C", "C", "C", "N", "H", "H", "H", "H", "H", "H", "H"],
  "positions_angstrom": [[2.023, 0.042, 0.174], [1.806, 1.197, -0.112], [-0.801, -1.589, -0.329], [-1.681, -0.681, -0.751], [-1.283, 0.677, -1.007], [-0.946, 1.768, -1.209], [0.793, -0.090, 2.212], [2.177, 1.640, -1.054], [1.227, 1.867, 0.548], [-1.115, -2.611, -0.139], [0.243, -1.339, -0.159], [0.287, 0.035, 2.746], [-2.728, -0.916, -0.919]],
  "total_energy_ev": -7796.298,
  "homo_lumo_gap_ev": 10.7,
  "e_lumo_ev": 0.4,
  "largest_force_ha_per_bohr": 0.022,
  "total_charge": 0,
  "relative_energy_kcal_mol": 77.18
}

---

Entry 6:
{
  "formula": "C4H7NO",
  "method": "ωB97M-V with the def2-TZVPD basis set",
  "symbols": ["C", "C", "N", "C", "O", "C", "H", "H", "H", "H", "H", "H", "H"],
  "positions_angstrom": [[1.399, 0.321, 0.317], [0.145, -0.499, 0.071], [0.320, -1.887, 0.150], [-2.051, 0.763, -0.525], [1.502, 1.466, -0.487], [-0.987, 0.093, -0.210], [0.642, 1.904, -0.507], [0.923, -2.177, 0.905], [-0.548, -2.405, 0.137], [2.277, -0.287, 0.091], [1.433, 0.604, 1.385], [-2.724, 1.155, 0.226], [-2.331, 0.949, -1.554]],
  "total_energy_ev": -7797.052,
  "homo_lumo_gap_ev": 9.3,
  "e_lumo_ev": 0.9,
  "largest_force_ha_per_bohr": 0.010,
  "total_charge": 0,
  "relative_energy_kcal_mol": 59.79
}

---

Entry 7:
{
  "formula": "C4H7NO",
  "method": "ωB97M-V with the def2-TZVPD basis set",
  "symbols": ["C", "C", "C", "C", "N", "O", "H", "H", "H", "H", "H", "H", "H"],
  "positions_angstrom": [[1.272, -0.820, -0.452], [0.094, -0.050, 0.028], [-0.906, -0.498, 1.055], [-0.043, 1.451, -0.228], [0.457, -0.897, -1.492], [2.326, -1.254, -0.121], [-0.532, -0.054, 1.939], [-0.985, -1.582, 1.163], [-1.797, -0.086, 0.788], [0.991, 1.866, -0.308], [-0.471, 2.002, 0.524], [-0.493, 1.718, -1.146], [0.087, -1.797, -1.750]],
  "total_energy_ev": -7796.916,
  "homo_lumo_gap_ev": 10.4,
  "e_lumo_ev": 0.9,
  "largest_force_ha_per_bohr": 0.079,
  "total_charge": 0,
  "relative_energy_kcal_mol": 62.93
}

---

Entry 8:
{
  "formula": "C4H7NO",
  "method": "ωB97M-V with the def2-TZVPD basis set",
  "symbols": ["C", "C", "O", "C", "N", "C", "H", "H", "H", "H", "H", "H", "H"],
  "positions_angstrom": [[0.612, -1.019, 0.295], [-0.482, -1.592, -0.202], [-1.362, 0.921, -1.121], [-0.964, 1.438, -0.104], [0.296, 1.242, 0.474], [1.147, 0.278, -0.258], [0.058, 0.670, 1.308], [1.008, -1.304, 1.271], [-0.820, -1.346, -1.202], [-1.101, -2.265, 0.384], [-1.596, 2.115, 0.495], [2.192, 0.485, -0.003], [1.011, 0.376, -1.337]],
  "total_energy_ev": -7797.598,
  "homo_lumo_gap_ev": 10.7,
  "e_lumo_ev": 1.1,
  "largest_force_ha_per_bohr": 0.028,
  "total_charge": 0,
  "relative_energy_kcal_mol": 47.20
}

---

Entry 9:
{
  "formula": "C4H7NO",
  "method": "ωB97M-V with the def2-TZVPD basis set",
  "symbols": ["C", "C", "C", "N", "C", "O", "H", "H", "H", "H", "H", "H", "H"],
  "positions_angstrom": [[-1.336, 1.073, -0.024], [0.965, -0.230, -0.055], [-0.389, -0.082, 0.029], [1.986, 0.550, -0.372], [-0.539, -1.486, 0.418], [1.079, -1.460, 0.357], [1.864, 1.359, -0.965], [2.921, 0.165, -0.359], [-0.815, 2.026, -0.133], [-1.946, 1.095, 0.886], [-2.060, 0.955, -0.838], [-0.765, -2.236, -0.341], [-0.966, -1.728, 1.396]],
  "total_energy_ev": -7796.947,
  "homo_lumo_gap_ev": 8.0,
  "e_lumo_ev": 1.0,
  "largest_force_ha_per_bohr": 0.082,
  "total_charge": 0,
  "relative_energy_kcal_mol": 62.20
}

---

Entry 10:
{
  "formula": "C4H7NO",
  "method": "ωB97M-V with the def2-TZVPD basis set",
  "symbols": ["O", "C", "C", "C", "C", "N", "H", "H", "H", "H", "H", "H", "H"],
  "positions_angstrom": [[1.576, 0.204, 1.076], [1.284, 0.278, -0.300], [0.086, -0.593, -0.681], [-1.098, -0.446, 0.250], [-1.173, 1.221, 0.776], [-2.103, 1.129, 0.038], [0.911, 0.754, 1.517], [2.173, -0.069, -0.834], [1.094, 1.315, -0.611], [0.371, -1.652, -0.631], [-0.215, -0.381, -1.713], [-0.911, -0.831, 1.251], [-1.994, -0.930, -0.136]],
  "total_energy_ev": -7796.146,
  "homo_lumo_gap_ev": 11.4,
  "e_lumo_ev": 0.8,
  "largest_force_ha_per_bohr": 0.020,
  "total_charge": 0,
  "relative_energy_kcal_mol": 80.68
}

---

Entry 11:
{
  "formula": "C4H7NO",
  "method": "ωB97M-V with the def2-TZVPD basis set",
  "symbols": ["C", "C", "N", "C", "C", "O", "H", "H", "H", "H", "H", "H", "H"],
  "positions_angstrom": [[0.842, -0.218, -0.774], [-0.233, -0.017, 1.422], [0.069, -1.252, -1.198], [0.586, 0.598, 0.277], [-0.765, 1.893, -0.768], [-1.846, 1.504, -0.647], [1.637, 0.052, -1.466], [0.387, -1.856, -1.932], [-0.615, -1.626, -0.561], [1.282, 1.386, 0.522], [-0.298, 0.703, 2.241], [0.206, -0.945, 1.813], [-1.252, -0.222, 1.072]],
  "total_energy_ev": -7797.380,
  "homo_lumo_gap_ev": 8.6,
  "e_lumo_ev": 0.9,
  "largest_force_ha_per_bohr": 0.061,
  "total_charge": 0,
  "relative_energy_kcal_mol": 52.22
}

---

Entry 12:
{
  "formula": "C4H7NO",
  "method": "ωB97M-V with the def2-TZVPD basis set",
  "symbols": ["C", "N", "C", "C", "O", "C", "H", "H", "H", "H", "H", "H", "H"],
  "positions_angstrom": [[-0.122, 1.632, -0.778], [0.492, 0.323, -0.653], [0.429, -1.307, 2.044], [-0.743, -0.877, 1.640], [-1.799, -0.508, 1.296], [0.318, -0.501, -1.596], [-0.381, 1.896, -1.815], [-1.034, 1.639, -0.170], [0.553, 2.389, -0.369], [1.296, -1.034, 1.457], [0.503, -1.879, 2.959], [-0.254, -0.269, -2.505], [0.741, -1.504, -1.510]],
  "total_energy_ev": -7797.124,
  "homo_lumo_gap_ev": 10.0,
  "e_lumo_ev": 1.0,
  "largest_force_ha_per_bohr": 0.020,
  "total_charge": 0,
  "relative_energy_kcal_mol": 58.12
}

---

Copy entry 5 word for word.
{
  "formula": "C4H7NO",
  "method": "ωB97M-V with the def2-TZVPD basis set",
  "symbols": ["O", "C", "C", "C", "C", "N", "H", "H", "H", "H", "H", "H", "H"],
  "positions_angstrom": [[2.023, 0.042, 0.174], [1.806, 1.197, -0.112], [-0.801, -1.589, -0.329], [-1.681, -0.681, -0.751], [-1.283, 0.677, -1.007], [-0.946, 1.768, -1.209], [0.793, -0.090, 2.212], [2.177, 1.640, -1.054], [1.227, 1.867, 0.548], [-1.115, -2.611, -0.139], [0.243, -1.339, -0.159], [0.287, 0.035, 2.746], [-2.728, -0.916, -0.919]],
  "total_energy_ev": -7796.298,
  "homo_lumo_gap_ev": 10.7,
  "e_lumo_ev": 0.4,
  "largest_force_ha_per_bohr": 0.022,
  "total_charge": 0,
  "relative_energy_kcal_mol": 77.18
}